{
  "formula": "C7H15NO4",
  "method": "ωB97M-V/def2-TZVPD",
  "total_energy_ha": -631.3277,
  "smiles": "CN1[C@H](CO)[C@H](O)[C@@H](O)[C@H]1CO",
  "total_charge": 0,
  "homo_energy_ev": -8.2,
  "spin_multiplicity": 1,
  "relative_energy_kcal_mol": 57.13,
  "elements": ["C", "C", "C", "C", "C", "C", "C", "H", "H", "H", "H", "H", "H", "H", "H", "H", "H", "H", "H", "H", "H", "H", "N", "O", "O", "O", "O"],
  "coordinates": [[1.13497, -0.21909, 1.94183], [0.70293, -0.92146, -0.44668], [2.15750, -0.60144, -0.85156], [-0.43123, -0.50250, -1.37962], [-0.82409, 0.92366, -0.99856], [-0.67302, 0.90791, 0.58612], [-1.97418, 0.56951, 1.36002], [0.48357, -0.47530, 2.80617], [1.67054, 0.81291, 2.08474], [1.84131, -1.12095, 2.00552], [0.61418, -1.91140, -0.19428], [2.91084, -1.24031, -0.26418], [2.10742, -1.04779, -1.90051], [2.44403, 1.13946, 0.00717], [-1.42383, -1.04831, -1.35381], [-0.03844, -1.63182, -2.96987], [-0.10102, 1.59901, -1.45529], [-2.20517, 2.11573, -1.44390], [-0.17172, 1.81622, 0.81512], [-1.82198, 0.84626, 2.50467], [-2.72313, 1.12692, 0.97581], [-1.80627, -1.45981, 1.25144], [0.33862, -0.08892, 0.73608], [2.47493, 0.75729, -0.91771], [0.03980, -0.71301, -2.70964], [-2.25456, 1.08753, -1.31739], [-2.47200, -0.72029, 1.12832]],
  "forces_ev_per_a": [[0.13, 0.62, 0.59], [-0.67, 4.10, 2.15], [-0.41, -2.47, -1.61], [-0.50, -1.16, -1.33], [-1.26, -1.96, 1.03], [0.43, -1.45, -1.63], [2.85, -0.52, 2.40], [0.26, 0.81, -0.11], [-0.47, -1.91, 0.48], [-0.65, 1.55, -0.91], [0.00, -2.76, 0.46], [-1.07, 1.05, -0.54], [0.96, 0.93, 0.99], [-0.03, -0.77, -1.54], [1.26, 0.08, 0.91], [-0.26, -0.10, 0.21], [-0.48, 0.48, -0.15], [-1.13, -2.77, 0.11], [-0.37, 1.51, 0.95], [-0.28, -0.77, -2.07], [-2.34, 2.33, -0.86], [-0.77, 1.72, -0.05], [1.29, -2.67, 0.37], [-0.03, 0.68, 1.43], [-0.07, 1.28, -0.78], [2.49, 4.02, -0.78], [1.08, -1.84, 0.28]]
}